Model 1:
C4H6OS | ωB97M-V/def2-TZVPD

Each line ends with the natural charge from an NBO analysis.
Geometry (Å):
C 2.003 -0.990 -0.604  -0.347
C 1.344 0.123 -0.455  -0.347
S 0.458 0.577 1.038  0.224
C -1.070 -0.419 0.792  -0.635
C -1.730 0.198 -0.361  0.410
O -1.421 0.059 -1.540  -0.528
H 2.000 -1.764 0.167  0.198
H 2.589 -1.151 -1.453  0.204
H 1.244 0.813 -1.304  0.222
H -1.712 -0.525 1.695  0.248
H -0.826 -1.444 0.497  0.239
H -2.534 0.886 -0.128  0.114

Results
**SMILES**: C=CSCC=O
**Gap between HOMO and LUMO**: 9.6 eV
**Molar mass**: 102.16 u
**HOMO**: -9.081 eV

***

Model 2:
C4H6OS | ωB97M-V/def2-TZVPD

Each line ends with the natural charge from an NBO analysis.
Geometry (Å):
C -0.302 1.919 0.819  -0.682
C -0.096 0.565 0.372  0.000
C 0.138 -0.568 -0.053  -0.025
C 0.330 -1.937 -0.477  -0.680
H -1.185 2.306 0.250  0.239
H 0.552 2.466 0.616  0.231
H -0.568 1.841 1.946  0.240
H -0.578 -2.407 -0.689  0.234
H 0.760 -2.531 0.245  0.239
H 1.021 -1.955 -1.349  0.238
O 3.200 -1.226 -0.096  -0.723
S 2.877 0.175 -0.478  0.690

Results
**SMILES**: CC#CC.O=S
**Gap between HOMO and LUMO (alpha / beta)**: 7.4 / 7.4 eV
**Molar mass**: 102.16 u
**HOMO (alpha / beta)**: -8.579 / -8.519 eV

***

Most stable one: model 1, least stable one: model 2.

***

Model 1:
C4H6OS | ωB97M-V/def2-TZVPD

Each line ends with the natural charge from an NBO analysis.
Geometry (Å):
O 0.096 2.169 -0.028  -0.506
C -0.232 1.038 0.213  0.603
C -1.324 0.091 -0.152  -0.531
C -0.251 -1.053 -0.203  -0.455
C 0.770 -0.217 0.371  -0.396
S 2.592 0.198 -0.082  -0.094
H -2.165 0.014 0.561  0.254
H -1.988 0.194 -1.066  0.252
H -0.494 -1.828 0.570  0.212
H 0.140 -1.626 -0.975  0.241
H 0.843 -0.433 1.527  0.233
H 2.012 1.453 -0.736  0.187

Results
**SMILES**: O=C1CC[C@H]1S
**Gap between HOMO and LUMO**: 9.7 eV
**Molar mass**: 102.16 u
**HOMO**: -9.195 eV

***

Model 2:
C4H6OS | ωB97M-V/def2-TZVPD

Each line ends with the natural charge from an NBO analysis.
Geometry (Å):
C -1.043 -1.325 -0.787  -0.618
C -0.675 -1.703 0.433  0.184
C 1.554 0.022 0.328  0.148
C 0.981 1.318 0.601  -0.763
O 0.303 -1.281 1.183  -0.611
S 2.764 -0.672 -0.352  0.296
H -1.895 -1.776 -1.260  0.208
H -0.486 -0.595 -1.346  0.177
H -1.251 -2.473 0.951  0.171
H 1.765 2.013 0.910  0.258
H 0.211 1.254 1.368  0.277
H 0.519 1.698 -0.319  0.273

Results
**Gap between HOMO and LUMO**: 7.2 eV
**Molar mass**: 102.16 u
**HOMO**: -8.010 eV

***

Most stable one: model 1, least stable one: model 2.